62
Properties=species:S:1:pos:R:3 method="wB97M-V/def2-TZVPD" lumo_ha="0.121 / 0.121" charge=-2 multiplicity=3 max_force_ev_per_a=1.01 homo_lumo_gap_ev="4.20 / 4.43"
Ti 0.410 1.065 -3.023
Se 2.689 1.682 -2.780
Se 0.421 0.562 -5.510
Te -2.050 0.745 -5.195
Se -2.626 1.060 -2.772
Cl 4.425 -3.569 4.243
C 3.216 -2.340 3.977
C 1.931 -2.702 3.629
C 0.987 -1.709 3.419
C 1.301 -0.359 3.537
C 0.259 0.706 3.256
C 0.455 1.425 1.918
N 0.606 0.539 0.778
C 1.712 -0.240 0.425
C 1.480 -0.659 -0.839
N 0.259 -0.174 -1.278
C -0.212 0.549 -0.295
O -1.052 0.165 3.451
C -1.730 -0.272 2.280
C -3.068 -0.818 2.645
C -4.022 -1.047 1.709
Cl -3.851 -0.749 0.034
S -5.462 -1.678 2.375
C -4.801 -1.641 3.951
C -3.528 -1.166 3.956
C 2.595 -0.043 3.915
Cl 3.076 1.619 4.146
C 3.564 -1.012 4.131
H 1.671 -3.745 3.514
H -0.021 -1.992 3.155
H 0.367 1.473 4.026
H 1.307 2.101 1.971
H -0.422 2.046 1.738
H 2.570 -0.355 1.063
H 2.097 -1.262 -1.479
H -1.171 1.043 -0.319
H -1.154 -1.029 1.737
H -1.879 0.554 1.586
H -5.390 -1.971 4.793
H -2.920 -1.052 4.842
H 4.568 -0.730 4.411
F 0.581 8.081 -2.039
C 0.394 6.790 -2.396
C 0.481 5.776 -1.467
F 0.727 6.094 -0.179
C 0.295 4.454 -1.827
F 0.298 3.569 -0.807
C 0.018 4.059 -3.153
O -0.187 2.852 -3.543
C -0.094 5.130 -4.057
F -0.393 4.886 -5.343
C 0.096 6.451 -3.697
F -0.008 7.425 -4.624
Te -0.315 -2.287 -4.243
C -0.022 -4.358 -3.787
C 0.201 -5.389 -4.671
C 0.304 -6.673 -4.056
C 0.161 -6.622 -2.699
S -0.103 -5.006 -2.195
H 0.290 -5.215 -5.736
H 0.478 -7.593 -4.602
H 0.191 -7.441 -1.996